{"formula": "C4H10O2", "method": "ωB97M-V/def2-TZVPD", "charge": 0, "lumo_energy_ev": 0.862, "total_energy_ev": -8404.1914, "spin_multiplicity": 1, "homo_lumo_gap_ev": 11.50, "smiles": "CC1(C)CO1.O", "species": ["C", "C", "C", "C", "O", "H", "H", "H", "H", "H", "H", "H", "H", "O", "H", "H"], "xyz": [[0.83294, 1.55204, -0.98883], [0.36325, 0.37938, -0.16384], [1.14343, 0.04714, 1.08530], [-0.40249, -0.67423, -0.82692], [-1.05932, 0.31088, -0.01278], [0.13547, 1.72549, -1.81415], [0.88083, 2.46114, -0.37999], [1.82725, 1.35552, -1.40704], [2.15497, -0.28360, 0.82634], [1.22343, 0.92399, 1.73815], [0.64904, -0.75642, 1.64039], [-0.63178, -0.58967, -1.88820], [-0.41534, -1.67604, -0.40154], [-2.17908, -1.88277, 1.14543], [-1.84208, -0.97039, 1.12643], [-2.68052, -1.92246, 0.32126]], "mulliken_charge": [-1.39, 1.41, -1.32, -0.84, -0.59, 0.36, 0.32, 0.33, 0.32, 0.32, 0.33, 0.27, 0.43, -0.66, 0.40, 0.30]}